Entry from the Open Molecules 2025 dataset: C7H13Br4Cl3O2Sr2 as an isolated structure (ωB97M-V/def2-TZVPD).

Last column: Mulliken charge in e.
Element x y z (Å)
Sr  -0.2088  3.0378  -4.0853  1.874
Sr  1.8623  1.4982  -1.0777  1.085
O  0.5778  -0.0489  0.2172  -0.551
C  -0.6709  -0.1978  -0.4428  -0.132
C  -1.2777  0.9976  -1.1862  -0.229
O  -0.4435  1.7960  -2.0631  -0.864
H  -1.3680  -0.6515  0.2712  0.421
H  -0.4506  -0.9948  -1.1830  -0.152
H  -1.6307  1.6945  -0.4185  -0.049
H  -2.1828  0.6747  -1.7077  0.409
Br  0.7046  3.2830  1.1086  -0.184
C  -0.9576  2.6869  1.9741  -0.111
C  -1.0848  3.4156  3.2927  -0.650
Br  -2.5557  2.6704  4.2796  -0.112
H  -0.8636  1.6132  2.1210  -0.071
H  -1.8191  2.8628  1.3368  0.423
H  -1.1867  4.4911  3.1699  0.426
H  -0.1767  3.2869  3.8792  0.426
Br  0.5482  -5.1311  -2.6528  -0.052
C  1.3357  -3.4520  -2.1532  -0.280
C  1.9114  -2.7871  -3.3749  -0.519
Br  2.5060  -1.0067  -2.8313  -0.153
H  2.0616  -3.6137  -1.3631  0.415
H  0.5737  -2.7806  -1.7607  -0.141
H  1.1635  -2.6703  -4.1514  0.387
H  2.7775  -3.2941  -3.7887  0.444
C  0.2298  -1.3840  2.4817  0.929
Cl  1.3739  -1.8074  3.7242  -0.141
Cl  -1.2736  -0.7593  3.1541  -0.131
Cl  -0.1191  -2.7851  1.4247  -0.155
H  0.6439  -0.6443  1.8055  -0.563

Output
Highest occupied orbital energy ... -13.69 eV
Orbital gap ... 4.45 eV
Charge ... +2

=====

Entry from the Open Molecules 2025 dataset: C38H87BFIO14Ta as an isolated structure (ωB97M-V/def2-TZVPD).

Last column: Mulliken charge in e.
Element x y z (Å)
C  0.1063  -2.0218  2.6425  -0.337
C  0.3153  -1.2342  1.7269  -0.280
Ta  0.6575  0.1363  -0.0758  1.552
F  -0.1276  -1.2598  -1.3947  -0.823
C  0.9698  1.5383  -1.9161  -0.964
C  1.7667  2.8665  -1.5264  0.069
C  1.7568  3.8826  -2.7767  -0.911
I  0.2302  5.4166  -2.3573  0.077
C  -1.3603  1.2002  0.2441  -0.872
C  -2.6603  0.3465  -0.1411  -0.025
C  -3.9233  1.1853  -0.6041  0.799
C  -3.6108  2.3574  -1.6120  -0.751
C  -4.8632  0.1490  -1.4044  -1.318
C  2.7661  -0.7864  -0.5377  -1.000
C  2.6386  -2.3308  -0.7110  0.354
O  2.5021  -3.0512  0.2757  -0.574
C  2.6812  -3.0644  -2.0905  0.697
C  1.9184  -4.3284  -2.1987  -0.584
C  1.8800  -5.1453  -3.4359  -0.199
C  2.6467  -4.7110  -4.6215  -0.629
C  3.4134  -3.4506  -4.5126  -0.163
C  3.4373  -2.6310  -3.2761  -0.146
O  1.6719  1.5988  1.0750  -0.670
B  1.5527  1.3858  2.4849  0.492
O  2.7479  1.0126  3.1912  -0.640
O  0.3736  1.5412  3.2646  -0.464
H  -0.2901  -2.6526  3.4678  0.353
H  1.6409  0.9768  -2.6293  0.501
H  -0.0293  1.7965  -2.3849  0.253
H  1.2752  3.4385  -0.6878  0.121
H  2.8311  2.6034  -1.2482  0.159
H  1.4834  3.3558  -3.7289  0.384
H  2.7582  4.3954  -2.8964  0.397
H  -1.2783  2.2079  -0.2524  0.078
H  -1.4347  1.4106  1.3604  0.255
H  -2.9883  -0.2063  0.8120  -0.232
H  -2.4935  -0.4538  -0.9151  0.396
H  -4.4939  1.5081  0.3125  0.266
H  -2.7219  2.0951  -2.2483  0.196
H  -4.5164  2.6702  -2.1995  0.377
H  -3.3069  3.2488  -0.9856  -0.124
H  -4.4710  0.1696  -2.4702  0.341
H  -4.6768  -0.9145  -1.0570  0.245
H  -5.9475  0.4354  -1.3861  0.325
H  3.5108  -0.5392  0.2713  0.386
H  3.0931  -0.3143  -1.5175  0.164
H  1.3367  -4.6812  -1.3044  0.118
H  1.2928  -6.0932  -3.4678  0.338
H  2.6468  -5.3424  -5.5465  0.355
H  4.0069  -3.1079  -5.4030  0.039
H  4.0328  -1.6815  -3.2318  0.308
H  3.0907  1.8553  3.5522  0.272
H  0.0723  2.4702  3.2556  0.262
C  6.4907  1.1047  5.4365  -1.015
C  5.8530  2.4775  5.5299  -0.289
O  4.4946  2.4212  5.1123  -0.470
H  6.4398  0.7286  4.4129  0.253
H  7.5370  1.1379  5.7490  0.355
H  5.9585  0.3875  6.0670  0.333
H  6.3732  3.1853  4.8829  0.266
H  5.8908  2.8560  6.5571  0.258
H  4.0349  1.8009  5.6921  0.266
C  -0.7655  -7.8921  0.7110  -0.968
C  0.1430  -7.0187  -0.1319  -0.142
O  0.0745  -7.4015  -1.5052  -0.519
H  -0.4832  -8.9438  0.6148  0.311
H  -0.7137  -7.6086  1.7599  0.152
H  -1.8036  -7.8082  0.3757  0.355
H  1.1795  -7.1211  0.1917  0.327
H  -0.1435  -5.9656  -0.0470  0.184
H  -0.8411  -7.2995  -1.7904  0.283
C  7.6682  -1.8479  -6.9771  -1.150
C  6.5322  -2.4772  -6.1931  -0.099
O  6.0978  -3.6760  -6.8263  -0.519
H  7.3508  -1.6249  -7.9981  0.294
H  8.0054  -0.9237  -6.5028  0.326
H  8.5159  -2.5353  -7.0488  0.339
H  5.6816  -1.7964  -6.1419  0.302
H  6.8470  -2.7130  -5.1716  0.261
H  6.8508  -4.2774  -6.8601  0.282
C  -2.3831  -5.9025  5.1556  -1.147
C  -2.5819  -6.3423  3.7171  0.267
O  -1.9534  -7.5981  3.4881  -0.498
H  -1.3186  -5.8226  5.3874  0.249
H  -2.8575  -4.9349  5.3373  0.382
H  -2.8059  -6.6363  5.8461  0.352
H  -2.1391  -5.6168  3.0322  -0.052
H  -3.6481  -6.4340  3.4824  0.204
H  -2.3541  -8.2423  4.0906  0.234
C  -2.4336  8.1357  -4.6707  -0.599
C  -1.0946  8.6108  -5.1981  -0.251
O  -0.3820  9.2959  -4.1743  -0.535
H  -3.0278  8.9811  -4.3151  0.310
H  -2.9950  7.6117  -5.4470  0.093
H  -2.2967  7.4622  -3.8200  0.162
H  -1.2338  9.3004  -6.0325  0.318
H  -0.4880  7.7672  -5.5452  0.195
H  -0.2551  8.6747  -3.4436  0.293
C  -2.1446  6.8396  1.4159  -0.972
C  -2.3741  5.3446  1.3040  -0.014
O  -2.4613  4.9553  -0.0610  -0.258
H  -2.9570  7.3891  0.9337  0.281
H  -2.0821  7.1471  2.4618  0.238
H  -1.2189  7.1278  0.9081  0.297
H  -3.3083  5.0633  1.7926  0.357
H  -1.5565  4.7890  1.7758  0.000
H  -1.6274  5.1980  -0.4861  -0.104
C  -4.8025  -3.8498  1.7269  -1.285
C  -3.5327  -3.0204  1.7749  0.557
O  -3.8147  -1.7144  2.2644  -0.570
H  -5.5466  -3.3726  1.0850  0.352
H  -4.5996  -4.8537  1.3461  0.301
H  -5.2473  -3.9352  2.7233  0.351
H  -3.1041  -2.9186  0.7770  0.311
H  -2.7859  -3.4862  2.4259  -0.328
H  -4.1846  -1.8123  3.1500  0.297
C  -2.6155  4.4878  -8.0373  -1.099
C  -2.9010  4.7631  -6.5734  -0.042
O  -3.8987  5.7723  -6.4432  -0.519
H  -2.2794  5.3980  -8.5394  0.280
H  -1.8470  3.7199  -8.1477  0.325
H  -3.5213  4.1546  -8.5521  0.324
H  -2.0005  5.1157  -6.0683  0.211
H  -3.2485  3.8572  -6.0676  0.253
H  -4.6959  5.4530  -6.8823  0.282
C  -0.5767  9.1710  5.8551  -1.052
C  -0.8063  7.6766  5.7325  -0.272
O  -0.8906  7.2984  4.3631  -0.447
H  -1.3874  9.7231  5.3749  0.266
H  -0.5170  9.4727  6.9033  0.350
H  0.3498  9.4624  5.3527  0.337
H  -1.7420  7.3932  6.2160  0.286
H  0.0093  7.1177  6.2028  0.253
H  -0.0575  7.5424  3.9413  0.248
C  0.5063  -10.3562  5.9828  -1.147
C  -0.1490  -8.9929  6.0870  -0.152
O  -1.5077  -9.0620  5.6648  -0.423
H  0.4631  -10.7233  4.9553  0.298
H  1.5507  -10.3124  6.2980  0.342
H  -0.0183  -11.0865  6.6058  0.319
H  0.3631  -8.2730  5.4480  0.271
H  -0.1188  -8.6240  7.1172  0.267
H  -1.9607  -9.6928  6.2381  0.249

Output
Highest occupied orbital energy ... -4.88 eV
Orbital gap ... 6.69 eV
Charge ... -1

=====

Entry from the Open Molecules 2025 dataset: HO3PS2 as an isolated structure (ωB97M-V/def2-TZVPD).

Last column: Mulliken charge in e.
Element x y z (Å)
O  0.7531  0.9897  -0.7200  -0.236
O  0.0627  -0.4167  1.2218  -0.454
O  -1.5802  0.5326  -0.4057  -0.364
P  -0.3860  0.9197  0.5252  0.415
S  1.9600  -0.0647  -0.6081  0.206
S  1.1009  -1.7182  0.0249  0.108
H  -1.9105  -0.2424  -0.0381  0.326

Output
Highest occupied orbital energy (spin up / spin down) ... -9.10 / -9.10 eV
Orbital gap (spin up / spin down) ... 7.40 / 7.40 eV

=====

Entry from the Open Molecules 2025 dataset: C23H37F6N3O13 as an isolated structure (ωB97M-V/def2-TZVPD).

Last column: Mulliken charge in e.
Element x y z (Å)
C  -7.8953  9.7078  -6.3668  -1.249
C  -7.5564  8.4425  -7.1524  -0.238
O  -6.3508  8.6359  -7.9078  -0.112
C  -5.7443  7.5053  -8.4492  -0.404
O  -6.2183  6.3688  -8.3148  -0.568
C  -4.4770  7.8490  -9.1428  1.207
F  -4.3672  7.2554  -10.3177  -0.204
F  -4.3266  9.1263  -9.3291  -0.236
F  -3.4433  7.6105  -8.3226  -0.244
H  -7.0518  9.9138  -5.7079  0.320
H  -8.8669  9.6635  -5.8748  0.388
H  -7.8494  10.5529  -7.0537  0.326
H  -8.3826  8.2443  -7.8353  0.315
H  -7.6749  7.6420  -6.4222  0.344
C  -0.2045  6.9380  -11.7062  0.046
C  0.0364  6.0922  -12.9831  -1.957
O  -0.3298  6.7975  -14.1733  -0.301
C  0.3525  7.8599  -14.6760  0.454
O  1.3768  8.3794  -14.1157  -0.600
C  -0.1202  8.3757  -16.0628  0.782
F  0.7305  7.9926  -16.9906  -0.247
F  -1.3220  7.9693  -16.3952  -0.235
F  -0.1690  9.7057  -16.0035  -0.255
H  0.0185  6.2882  -10.8600  -1.457
H  -1.1829  7.4083  -11.6081  0.462
H  0.5628  7.6932  -11.5355  0.755
H  -0.6620  5.2554  -12.9665  0.282
H  1.0664  5.7375  -13.0204  0.666
C  1.7062  8.3776  -9.9394  -1.076
O  0.4498  8.6983  -9.3746  0.062
C  0.3424  9.4698  -8.2505  0.426
O  1.2953  10.0439  -7.7386  -0.614
O  -0.9624  9.7142  -8.0219  -0.206
C  -1.3396  10.9104  -7.3126  -1.062
H  2.2551  9.2453  -10.3053  0.463
H  1.7237  7.7393  -10.8228  0.409
H  2.2686  7.7903  -9.2135  0.465
H  -0.7404  11.1909  -6.4462  0.367
H  -2.3151  10.7075  -6.8707  0.344
H  -1.5045  11.7335  -8.0078  0.353
C  1.3350  5.1261  -10.1318  -0.774
O  0.4778  4.0953  -10.4990  0.018
C  0.5404  3.5048  -11.7137  0.719
O  1.3958  3.7670  -12.5977  -0.641
O  -0.2058  2.4890  -11.6887  -0.333
C  -0.1948  1.5618  -12.7445  -0.803
H  0.7266  5.8298  -9.5637  0.310
H  1.7774  5.5722  -11.0225  0.521
H  2.1313  4.7667  -9.4800  0.506
H  -0.8791  1.8675  -13.5359  0.327
H  -0.5030  0.5363  -12.5411  0.312
H  0.7974  1.3236  -13.1280  0.318
C  -3.7406  10.0180  -10.7392  -0.765
O  -4.8139  9.9222  -11.7682  -0.231
C  -5.5434  11.0103  -11.9831  0.701
O  -5.2492  12.1852  -11.6980  -0.592
O  -6.6067  10.5949  -12.6722  -0.301
C  -7.5294  11.4802  -13.3047  -0.669
H  -4.1336  10.6275  -9.9254  0.361
H  -2.8555  10.4335  -11.2208  0.541
H  -3.3979  9.0634  -10.3399  1.212
H  -8.2182  10.9710  -13.9788  0.249
H  -6.9811  12.2478  -13.8509  0.308
H  -8.1430  12.0277  -12.5892  0.283
C  0.4249  4.6271  -7.4929  -0.562
C  1.5899  5.5012  -7.6928  0.491
N  2.5075  6.1738  -7.9048  -0.596
H  0.4683  3.6356  -7.9436  0.248
H  -0.3486  5.1302  -8.0732  0.054
H  0.1695  4.5318  -6.4375  0.474
C  -1.9406  8.2416  -9.7138  -3.608
C  -1.3250  6.9050  -9.5607  1.665
N  -0.8335  5.8480  -9.4545  -0.712
H  -1.3484  8.9412  -10.3037  0.645
H  -2.1602  8.6778  -8.7394  1.846
H  -2.9271  8.2321  -10.1773  0.345
C  -2.8169  4.7223  -10.9115  -0.537
C  -2.8984  5.7540  -11.9414  0.681
N  -2.9081  6.6141  -12.7118  -0.530
H  -3.5962  3.9630  -10.9770  0.577
H  -2.9899  5.1110  -9.9080  0.111
H  -1.8212  4.2810  -10.9568  -0.142

Output
Highest occupied orbital energy ... -9.97 eV
Orbital gap ... 9.84 eV

=====

Entry from the Open Molecules 2025 dataset: a 2-piece molecular cluster, H2O3PS overall (ωB97M-V/def2-TZVPD).

Last column: Mulliken charge in e.
Element x y z (Å)
O  -0.4466  1.0899  -0.8893  -0.623
O  2.1629  0.1811  1.1236  -0.431
O  1.5091  -1.5313  -0.4740  -0.413
P  -1.3925  0.7640  0.2631  -0.014
S  1.7828  -0.1313  -0.2372  0.664
H  -1.0631  -0.5908  0.6083  -0.106
H  -2.5526  0.2184  -0.3945  -0.075

Output
Highest occupied orbital energy ... -3.03 eV
Orbital gap ... 6.54 eV
Charge ... -1

=====

Entry from the Open Molecules 2025 dataset: C16H36GaK as an isolated structure (ωB97M-V/def2-TZVPD).

Last column: Mulliken charge in e.
Element x y z (Å)
C  -6.1237  -3.2372  -0.9677  -1.319
C  -5.2275  -3.1461  -2.3569  -0.355
C  -3.8553  -2.2871  -2.0348  -0.668
C  -2.4691  -3.1840  -2.2901  -0.369
C  -1.6122  -3.4156  -0.9135  -0.731
C  -0.2470  -2.5201  -0.7778  -0.201
C  0.8057  -2.6556  -2.0267  -0.520
C  1.8282  -1.3373  -1.9100  -0.419
C  1.1045  -0.0035  -2.5450  -0.715
C  0.6864  1.1365  -1.4254  -0.281
C  1.9932  1.6471  -0.5522  -0.499
C  2.0377  3.2709  -0.3186  -0.559
C  1.4027  3.7530  1.1245  -0.485
C  2.5488  4.0945  2.2574  -0.719
C  3.3809  2.7752  2.7927  -0.190
C  2.9465  2.2714  4.3012  -0.807
Ga  3.9777  3.2410  5.8342  0.153
H  -7.0205  -3.9878  -1.0900  0.470
H  -5.3671  -3.5533  -0.1033  0.369
H  -6.4675  -2.1349  -0.6970  0.274
H  -5.8653  -2.5366  -3.1489  0.211
H  -5.0390  -4.2040  -2.8226  0.357
H  -3.8919  -1.3228  -2.7073  0.334
H  -3.9486  -1.9188  -0.9201  0.308
H  -1.8576  -2.7778  -3.2007  0.271
H  -2.8692  -4.2590  -2.6223  0.256
H  -2.3295  -3.0894  -0.0165  0.231
H  -1.3826  -4.5568  -0.7942  0.332
H  -0.4833  -1.3870  -0.5197  -0.096
H  0.3266  -2.9367  0.1831  0.305
H  1.5198  -3.6008  -1.9059  0.292
H  0.3181  -2.7510  -3.0854  0.215
H  2.8886  -1.5603  -2.3892  0.334
H  2.0451  -1.1365  -0.7577  0.191
H  1.8899  0.4992  -3.2592  0.318
H  0.1738  -0.3654  -3.1573  0.270
H  -0.1299  0.7601  -0.6504  0.045
H  0.1827  2.0220  -2.0365  0.334
H  2.0511  1.0075  0.4381  0.228
H  2.9536  1.3696  -1.2012  0.253
H  3.1605  3.6115  -0.3622  0.302
H  1.4215  3.8484  -1.1550  0.299
H  0.8224  4.7677  0.9139  0.305
H  0.5824  2.9961  1.5460  0.194
H  2.0970  4.7018  3.1667  0.328
H  3.3298  4.8295  1.7465  0.270
H  4.5215  3.1149  2.8731  0.271
H  3.2446  1.8731  2.0467  -0.076
H  1.7991  2.3737  4.5125  0.228
H  3.2847  1.1303  4.3680  0.229
H  3.3596  4.6598  6.2358  -0.251
H  3.8715  2.2857  7.1503  -0.281
H  5.5282  3.3511  5.3784  -0.221
K  -7.8973  -1.5262  -0.1479  0.988

Output
Highest occupied orbital energy ... -5.48 eV
Orbital gap ... 2.42 eV

=====

no.,energy (hartree)
1,-12162.502423
2,-3032.784289
3,-1364.045451
4,-2639.588906
5,-966.491083
6,-3155.443526